A single C7H13NO molecule at a distorted geometry, computed with the ωB97M-V functional and the def2-TZVPD basis.

Last column: Mulliken charge in e.
Positions of all 22 atoms, in Å:
C1 -1.13849 -0.59913 -2.25828  -1.47
C2 -0.62606 -0.14075 -0.93143  0.56
C3 0.62576 -0.06241 -0.39616  -0.25
C4 1.97748 0.03034 -1.01797  -1.45
C5 0.28684 0.13169 1.02627  1.43
C6 0.89890 1.30258 1.76533  -1.80
N1 0.26881 -1.03974 1.85098  -0.64
C7 -1.39746 0.32339 0.21724  -0.16
O1 -2.47946 -0.38296 0.72793  -0.57
H1 -1.55779 -1.60829 -2.20018  0.33
H2 -1.91808 0.06784 -2.63130  0.32
H3 -0.32946 -0.62802 -2.98817  0.35
H4 2.41295 1.01839 -0.84713  0.29
H5 2.65808 -0.70367 -0.58185  0.32
H6 1.92546 -0.12659 -2.09498  0.35
H7 0.34269 1.50755 2.68117  0.47
H8 1.92742 1.07194 2.05037  0.35
H9 0.89658 2.19788 1.14503  0.39
H10 -0.27350 -0.89057 2.69615  0.24
H11 -0.14196 -1.82269 1.35538  0.31
H12 -1.56229 1.39295 0.33265  0.32
H13 -2.79640 -1.03972 0.09897  0.32

Results
- Kohn-Sham gap: 0.3143 hartree
- Molar mass: 127.19 g/mol
- LUMO: 0.8 eV
- SMILES: CC1=C(C)[C@](C)(N)[C@@H]1O
- E_HOMO: -0.28507 Ha
- Energy above the lowest of the compared OMol25 structures with the same formula, charge and spin: 202.84 kJ/mol

---

A molecular structure, C43H60ClN2OPRuSb2Si2 at a distorted geometry, computed with the ωB97M-V functional and the def2-TZVPD basis.

Last column: Löwdin spin population.
Positions of all 113 atoms, in Å:
Ru1 0.14558 0.28355 -0.19762  0.89
Cl1 -1.82971 0.60811 -1.99346  0.01
C1 -1.39579 1.86471 -3.09938  0.00
C2 -2.34766 2.27340 -4.02091  0.00
C3 -2.06824 3.31534 -4.88745  0.00
C4 -0.85130 3.97270 -4.80188  0.00
C5 0.09155 3.55946 -3.88080  0.00
C6 -0.14335 2.47423 -3.03389  0.00
P1 1.15020 1.86732 -1.87286  0.00
C7 2.36283 1.05720 -2.97793  0.00
C8 3.07240 -0.00760 -2.42861  0.00
C9 4.00373 -0.69151 -3.18691  0.00
C10 4.23898 -0.31130 -4.49956  0.00
C11 3.54736 0.75851 -5.04341  0.00
C12 2.61035 1.44510 -4.28876  0.00
C13 1.99119 3.45747 -1.57148  0.00
C14 3.32568 3.67244 -1.89509  0.00
C15 3.91246 4.90081 -1.64638  0.00
C16 3.17510 5.92059 -1.06840  0.00
C17 1.84872 5.70704 -0.72539  0.00
C18 1.26178 4.48006 -0.96806  0.00
H1 -3.30551 1.77986 -4.04662  0.00
H2 -2.81226 3.62321 -5.60394  0.00
H3 -0.63914 4.80925 -5.45026  0.00
H4 1.02543 4.09616 -3.80071  0.00
H5 2.86503 -0.30411 -1.40573  0.00
H6 4.53227 -1.52804 -2.75487  0.00
H7 4.95436 -0.84733 -5.10493  0.00
H8 3.73708 1.05297 -6.06483  0.00
H9 2.07573 2.27549 -4.72601  0.00
H10 3.90278 2.89062 -2.36688  0.00
H11 4.94678 5.05978 -1.91103  0.00
H12 3.63378 6.87925 -0.88098  0.00
H13 1.27379 6.50214 -0.27526  0.00
H14 0.22053 4.30762 -0.71694  0.00
C19 -2.28731 -2.64267 -2.18663  0.00
Si1 -1.49209 -2.96336 -0.47135  0.00
C20 -2.74155 -2.28349 0.79663  0.00
C21 -1.42576 -4.85790 -0.22796  0.00
N1 -0.02645 -2.08278 -0.12196  -0.02
C22 1.21465 -2.57024 -0.04197  0.02
C23 1.58978 -3.81539 -0.60291  0.00
C24 2.81693 -4.37981 -0.37388  0.01
C25 3.75458 -3.71998 0.43128  0.01
C26 3.47950 -2.46722 0.90954  0.00
C27 2.25425 -1.81365 0.65073  0.01
N2 2.02604 -0.54915 1.00422  -0.01
Si2 3.17930 0.59222 1.62377  0.00
C28 2.23325 2.25127 1.66959  0.00
C29 3.87104 0.15573 3.35201  0.00
C30 4.65139 0.87475 0.43242  0.00
H15 -2.52570 -3.58345 -2.67297  0.00
H16 -1.66606 -2.06187 -2.85672  0.00
H17 -3.22322 -2.10523 -2.06185  0.00
H18 -3.73997 -2.64091 0.57073  0.00
H19 -2.76019 -1.19206 0.77209  0.00
H20 -2.48893 -2.61829 1.80019  0.00
H21 -2.42111 -5.21607 0.01554  0.00
H22 -0.75857 -5.16526 0.57149  0.00
H23 -1.11854 -5.37121 -1.13450  0.00
H24 0.86790 -4.32576 -1.22034  0.00
H25 3.06743 -5.33083 -0.81910  0.00
H26 4.70369 -4.18428 0.64947  0.00
H27 4.21183 -1.93264 1.49080  0.00
H28 1.97459 2.56490 2.67442  0.00
H29 1.31301 2.17747 1.07784  0.00
H30 2.83704 3.03686 1.22543  0.00
H31 3.25434 -0.55087 3.90118  0.00
H32 3.97734 1.05514 3.95131  0.00
H33 4.86029 -0.27973 3.25584  0.00
H34 4.36786 1.56447 -0.35832  0.00
H35 5.00752 -0.03945 -0.03332  0.00
H36 5.48417 1.31608 0.97293  0.00
C31 0.52821 -2.44219 3.57600  0.00
Sb1 -0.38237 -0.64877 2.76825  0.00
C32 0.42165 0.67928 4.28409  0.00
C33 -2.33833 -0.76957 3.86218  0.00
C34 -2.59084 0.47982 4.59384  0.00
C35 -2.41337 0.49636 5.97641  0.00
C36 -2.59457 1.64860 6.71609  0.00
C37 -2.94828 2.82044 6.07038  0.00
C38 -3.14819 2.81758 4.70302  0.00
C39 -2.99133 1.65922 3.94335  0.00
C40 -3.32199 1.71073 2.49932  0.01
Sb2 -1.67904 2.15426 1.09305  0.02
C41 -1.02056 3.95982 2.11128  0.01
C42 -3.00661 3.21002 -0.25828  0.01
H37 0.46916 -2.42913 4.65882  0.00
H38 1.56515 -2.48138 3.26223  0.00
H39 0.01630 -3.31732 3.19219  0.00
H40 0.15801 0.25242 5.24859  0.00
H41 -0.05154 1.65507 4.20118  0.00
H42 1.49704 0.78411 4.21048  0.00
H43 -2.21675 -1.61361 4.53544  0.00
H44 -3.11987 -0.99574 3.14493  0.00
H45 -2.15241 -0.42497 6.47603  0.00
H46 -2.46858 1.62897 7.78771  0.00
H47 -3.08444 3.73030 6.63424  0.00
H48 -3.46145 3.72581 4.20883  0.00
H49 -4.01174 2.53108 2.31076  0.00
H50 -3.78179 0.78540 2.15596  0.00
H51 -1.73547 4.74467 1.88151  0.00
H52 -0.03096 4.25894 1.77698  0.00
H53 -1.00717 3.79280 3.18414  0.00
H54 -3.50889 3.99553 0.29560  0.00
H55 -3.74587 2.52151 -0.65753  0.00
H56 -2.44852 3.65200 -1.07843  0.00
C43 0.67378 -1.40060 -4.10400  0.00
O1 0.50808 -1.11438 -2.72936  0.02
H57 0.09217 -2.27846 -4.40192  0.00
H58 1.72413 -1.57101 -4.35325  0.00
H59 0.31468 -0.53427 -4.65694  0.00
H60 0.92763 -1.81974 -2.21592  0.00

Results
- Kohn-Sham gap (alpha / beta): 0.1486 / 0.1479 hartree
- Charge: +1
- Molar mass: 1088.15 g/mol
- LUMO (alpha / beta): -4.6 / -4.6 eV
- E_HOMO (alpha / beta): -0.31825 / -0.31777 Ha
- Spin multiplicity: 2
- ⟨S²⟩: 0.81

---

A molecular structure, C33H28CsN7O5, computed with the ωB97M-V functional and the def2-TZVPD basis.

Last column: Mulliken charge in e.
Positions of all 74 atoms, in Å:
Cs1 -0.36502 0.28201 -0.81571  1.00
C1 3.47048 0.48958 0.27421  -0.67
C2 3.56281 1.85968 0.86084  0.61
C3 4.79322 2.46872 1.11948  -0.73
C4 4.80760 3.74749 1.63527  -0.58
C5 3.60485 4.38565 1.89299  -0.73
C6 2.42114 3.70914 1.61681  0.74
N1 2.41122 2.48116 1.10919  0.03
C7 1.08165 4.32828 1.90314  0.64
C8 0.98192 5.57931 2.51061  -0.72
C9 -0.27172 6.08417 2.79809  -0.74
C10 -1.38754 5.34615 2.45870  -0.86
C11 -1.20199 4.12003 1.82075  0.59
N2 0.00343 3.62457 1.56791  0.05
C12 -2.38893 3.31893 1.39066  0.39
C13 -3.57367 3.96721 1.06822  -0.73
C14 -4.66411 3.20702 0.68161  -0.56
C15 -4.53107 1.83675 0.61925  -0.77
C16 -3.29439 1.26441 0.92533  1.32
C17 -3.12012 -0.22216 0.74609  -2.13
N3 -2.25072 1.99308 1.31418  -0.16
H1 4.40693 -0.05930 0.36511  0.29
H2 3.21412 0.56333 -0.78437  0.15
H3 2.67852 -0.08253 0.75415  0.05
H4 5.71233 1.93989 0.90420  0.37
H5 5.74540 4.25196 1.83699  0.40
H6 3.60761 5.38717 2.29623  0.24
H7 1.86044 6.15028 2.76931  0.23
H8 -0.37594 7.04463 3.28861  0.41
H9 -2.37897 5.70487 2.69534  0.44
H10 -3.63062 5.04586 1.06159  0.41
H11 -5.59384 3.68710 0.40199  0.39
H12 -5.34938 1.20793 0.29332  0.37
H13 -4.01756 -0.76422 1.04457  0.47
H14 -2.26200 -0.59435 1.30784  0.51
H15 -2.97263 -0.42824 -0.31773  0.24
C18 -2.81846 -2.14342 -5.12248  -0.67
O1 -2.81227 -3.19515 -4.17618  -0.50
C19 -1.53825 -3.53902 -3.74044  0.21
C20 -1.14894 -4.85284 -3.88619  -0.46
C21 0.08568 -5.29238 -3.40714  -0.72
C22 0.92011 -4.36639 -2.79811  -0.32
C23 0.55439 -3.03309 -2.65510  0.77
C24 1.49651 -2.05582 -2.05081  -1.43
N4 2.03888 -2.06768 -0.89780  -0.16
N5 1.81179 -3.14665 -0.06102  -0.48
C25 0.96391 -2.91146 0.90544  0.15
O2 0.22780 -1.89002 1.08513  -0.73
C26 0.84546 -4.05343 1.88578  0.40
C27 1.35254 -5.32543 1.62342  -0.20
C28 1.22340 -6.34218 2.55678  -0.61
C29 0.58896 -6.10715 3.77341  -0.30
C30 0.07721 -4.84475 4.03896  -0.57
C31 0.19903 -3.83001 3.09650  -0.43
C32 -0.72473 -2.56097 -3.08790  0.33
O3 -1.13840 -1.36219 -2.87957  -0.75
H16 -3.86427 -1.92226 -5.34259  0.22
H17 -2.31690 -2.45648 -6.04861  0.27
H18 -2.32553 -1.25582 -4.72401  0.19
H19 -1.84117 -5.53733 -4.36664  0.38
H20 0.37937 -6.33056 -3.50309  0.33
H21 1.88032 -4.67718 -2.40145  0.34
H22 1.75139 -1.17504 -2.64765  0.78
H23 1.84416 -5.48848 0.67368  0.42
H24 1.61590 -7.32889 2.33558  0.36
H25 0.48979 -6.90343 4.50294  0.35
H26 -0.42308 -4.65114 4.98181  0.35
H27 -0.20707 -2.84176 3.27111  0.40
O4 -2.40086 4.59219 -2.36643  -0.44
N6 -1.27377 4.32545 -2.73652  0.08
O5 -0.82961 3.19019 -2.32895  -0.52
N7 1.53747 2.87383 -3.01969  -0.10
C33 2.63505 2.51896 -3.16578  -0.41
H28 0.41073 3.06219 -2.73117  0.51

Results
- Kohn-Sham gap: 0.1949 hartree
- Charge: -2
- Molar mass: 735.54 g/mol
- LUMO: 3.8 eV
- E_HOMO: -0.05620 Ha
- Energy above the lowest of the compared OMol25 structures with the same formula, charge and spin: 64.69 kJ/mol

---

A single C5H7ClS molecule at a distorted geometry, computed with the ωB97M-V functional and the def2-TZVPD basis.

Last column: Mulliken charge in e.
Positions of all 14 atoms, in Å:
Cl1 -2.85343 -0.29067 -0.59563  -0.18
C1 -1.52276 0.25916 0.27002  0.27
C2 -0.31724 0.59705 -0.47000  -0.33
C3 0.96851 1.26888 -0.23183  -0.62
S1 2.06933 -0.30669 -0.59292  -0.14
C4 0.67207 -1.43402 -0.03405  -0.91
C5 -0.23665 -0.45945 0.63832  -0.33
H1 -1.92135 1.11119 1.03815  0.24
H2 -0.41376 -0.07786 -1.39058  0.28
H3 1.20635 2.11548 -0.88677  0.39
H4 0.90186 1.71270 0.84460  0.26
H5 0.94202 -2.13527 0.68283  0.47
H6 0.32692 -2.04885 -0.87819  0.32
H7 0.17813 -0.31166 1.60604  0.30

Results
- Kohn-Sham gap: 0.3547 hartree
- Molar mass: 134.63 g/mol
- LUMO: 0.8 eV
- SMILES: ClC1[C@H]2CSC[C@H]12
- E_HOMO: -0.32694 Ha
- Energy above the lowest of the compared OMol25 structures with the same formula, charge and spin: 311.56 kJ/mol

---

A molecular structure, C3H7N2P at a distorted geometry, computed with the ωB97M-V functional and the def2-TZVPD basis.

Last column: Mulliken charge in e.
Positions of all 13 atoms, in Å:
C1 0.96082 -1.21894 0.01450  -0.57
C2 -0.01989 0.30074 -0.78891  -0.26
C3 0.08053 1.39820 0.37937  -1.15
N1 -0.11905 -2.05372 0.43938  -0.18
N2 -1.26234 -1.72570 0.23431  -0.17
P1 -1.66674 -0.40419 -0.85375  0.06
H1 1.51404 -1.48812 -0.83495  0.37
H2 1.52582 -0.96127 0.85837  0.34
H3 0.34739 0.63163 -1.68133  0.54
H4 0.02591 0.79222 1.33589  0.35
H5 -0.50119 2.37667 0.33798  0.33
H6 1.13442 1.86137 0.48239  0.30
H7 -2.01973 0.49113 0.07676  0.04

Results
- Kohn-Sham gap: 0.3518 hartree
- Molar mass: 102.08 g/mol
- LUMO: 0.9 eV
- E_HOMO: -0.31975 Ha
- Energy above the lowest of the compared OMol25 structures with the same formula, charge and spin: 149.80 kJ/mol

---

2 unconnected molecules or ions with the total composition C10H11N3O at a distorted geometry, computed with the ωB97M-V functional and the def2-TZVPD basis.

Last column: Mulliken charge in e.
Positions of all 25 atoms, in Å:
H1 -2.14483 3.63376 0.90306  0.25
N1 -1.83462 3.08311 0.08036  -0.71
C1 -1.89881 1.84217 0.05610  0.51
C2 -1.67437 0.95586 -0.99188  -0.28
N2 -1.82177 -0.28062 -0.59047  -0.18
N3 -2.24022 -0.26262 0.57805  -0.04
O1 -2.27674 1.02019 1.14497  -0.29
H2 -1.40446 1.25271 -2.00375  0.46
H3 -1.79970 -1.02174 1.10768  0.28
C3 -0.43743 -2.90384 0.42725  -1.03
C4 0.21312 -2.24348 -0.51552  -0.40
C5 0.93213 -1.04872 -0.18311  1.22
C6 1.39907 -0.35402 -1.26508  -0.71
C7 1.99359 0.87488 -1.16660  -0.41
C8 2.30116 1.42642 0.12118  -0.54
C9 1.84806 0.62753 1.26084  -0.83
C10 1.09944 -0.51457 1.07475  -0.05
H4 -0.58681 -2.59847 1.44932  0.45
H5 -1.04538 -3.76242 0.02414  0.19
H6 0.18394 -2.64537 -1.52453  0.26
H7 1.55410 -0.90236 -2.18622  0.31
H8 2.06762 1.47942 -2.04771  0.41
H9 2.75192 2.40176 0.23678  0.40
H10 2.27547 0.98628 2.18530  0.40
H11 0.54554 -1.04585 1.82507  0.32

Results
- Kohn-Sham gap: 0.3165 hartree
- Molar mass: 189.22 g/mol
- LUMO: 0.2 eV
- SMILES: [H]/N=c1/cn[nH]o1.C=Cc1ccccc1
- E_HOMO: -0.30825 Ha
- Energy above the lowest of the compared OMol25 structures with the same formula, charge and spin: 469.98 kJ/mol

---

A molecular structure, C34H43ClN7O4STi, computed with the ωB97M-V functional and the def2-TZVPD basis.

Last column: Mulliken charge in e.
Positions of all 91 atoms, in Å:
Ti1 -0.11682 1.76920 -0.83606  -0.39
C1 -0.87086 6.96248 0.11092  -0.94
N1 -1.40126 5.60705 -0.08992  0.09
C2 -2.83676 5.54338 -0.40319  -0.95
C3 -0.66232 4.54027 -0.07339  1.16
O1 -1.13920 3.37256 -0.29607  -0.58
C4 0.83472 4.59569 0.18741  -1.47
O2 1.31625 3.25555 0.28574  -0.13
C5 1.69561 2.81653 1.59870  -1.90
C6 0.77933 1.67941 2.02460  0.98
O3 -0.06375 1.26547 1.17809  0.89
N2 0.88100 1.16858 3.22298  0.11
C7 1.82376 1.64569 4.23815  -1.12
C8 -0.00236 0.07753 3.66074  -0.59
H1 -1.46884 7.46470 0.86860  0.35
H2 0.16432 6.94920 0.43301  0.37
H3 -0.94633 7.51904 -0.82238  0.36
H4 -3.37973 6.10895 0.35118  0.36
H5 -3.01010 5.99725 -1.37813  0.36
H6 -3.17510 4.51419 -0.40577  0.25
H7 1.33910 5.07803 -0.65166  0.57
H8 1.06606 5.15453 1.09285  0.63
H9 2.72948 2.47195 1.54878  0.44
H10 1.64342 3.64589 2.30309  0.75
H11 2.53882 2.35477 3.83291  0.49
H12 1.27641 2.11372 5.05545  0.36
H13 2.37284 0.79279 4.63340  0.36
H14 -0.67079 -0.21696 2.86340  -0.36
H15 0.60714 -0.77277 3.96217  0.44
H16 -0.58048 0.41131 4.52132  0.45
C9 -3.09944 0.98217 1.02149  -1.50
C10 -2.48664 -0.00478 0.09404  1.17
N3 -1.47029 0.18823 -0.74972  0.90
C11 -1.28529 -0.99493 -1.45815  -1.12
C12 -2.19864 -1.89027 -1.03937  -0.49
N4 -2.95246 -1.25655 -0.07546  0.39
C13 -3.90829 -1.91820 0.80656  -1.46
N5 -3.24018 -2.57213 1.89130  0.56
N6 -2.53334 -1.80530 2.75635  -0.14
N7 -1.85244 -2.55685 3.53171  -0.68
C14 -2.09804 -3.87280 3.19749  0.42
C15 -1.59152 -5.05929 3.74080  -0.64
C16 -2.00141 -6.23365 3.15892  -0.63
C17 -2.89893 -6.24406 2.06745  -0.65
C18 -3.41353 -5.08623 1.52879  -1.02
C19 -2.98483 -3.89624 2.12130  1.38
H17 -2.51241 1.89315 1.04855  -0.05
H18 -3.14609 0.57524 2.03119  0.36
H19 -4.11074 1.22903 0.69291  0.57
H20 -0.50374 -1.11067 -2.18810  0.49
H21 -2.38440 -2.90823 -1.33409  0.53
H22 -4.47234 -2.65178 0.23662  0.36
H23 -4.59758 -1.17162 1.19449  0.38
H24 -0.92195 -5.04312 4.58981  0.50
H25 -1.64510 -7.17819 3.54567  0.42
H26 -3.19851 -7.19642 1.65135  0.43
H27 -4.11610 -5.11344 0.70651  0.43
O4 1.39458 0.69195 -1.21133  -0.54
S1 2.93113 0.53038 -0.93965  0.50
C20 3.72930 1.06121 -2.49650  -1.17
C21 3.49609 0.17132 -3.67392  0.01
C22 4.52419 -0.65565 -4.11825  -0.28
C23 4.32210 -1.49867 -5.20243  -0.67
C24 3.09182 -1.52318 -5.84242  -0.52
C25 2.06368 -0.69362 -5.40735  -0.82
C26 2.26577 0.15173 -4.32895  0.35
C27 3.25630 -1.25839 -0.95218  -0.94
C28 2.11372 -2.08949 -0.44220  0.16
C29 1.65945 -1.97813 0.86945  -0.24
C30 0.68016 -2.83731 1.34157  -0.47
C31 0.16713 -3.82827 0.51178  -0.10
C32 0.61541 -3.94017 -0.79592  -1.16
C33 1.57713 -3.06213 -1.27839  -0.43
H28 4.78691 1.11523 -2.22294  0.63
H29 3.37178 2.08341 -2.63188  0.44
H30 5.49165 -0.63105 -3.62953  0.43
H31 5.12952 -2.12767 -5.55155  0.44
H32 2.93819 -2.17328 -6.69287  0.45
H33 1.11478 -0.69453 -5.92721  0.47
H34 1.47843 0.82440 -4.01069  0.27
H35 4.14291 -1.33472 -0.31574  0.67
H36 3.52123 -1.52781 -1.97311  0.37
H37 2.10371 -1.24378 1.53615  0.49
H38 0.34012 -2.76392 2.36545  0.49
H39 -0.56179 -4.53054 0.89853  0.33
H40 0.23566 -4.72524 -1.43694  0.48
H41 1.94374 -3.16205 -2.29411  0.52
Cl1 0.44229 3.12732 -2.84908  -0.08
C34 -0.90186 1.93877 -2.74906  -0.42
H42 -0.73465 1.14279 -3.46758  0.58
H43 -1.84987 2.45213 -2.86649  0.50

Results
- Kohn-Sham gap: 0.2313 hartree
- Charge: +3
- Molar mass: 729.15 g/mol
- LUMO: -8.9 eV
- E_HOMO: -0.55919 Ha